A 11-piece molecular cluster, C11H44N22O11 overall, computed with the ωB97M-V functional and the def2-TZVPD basis.

Each line ends with the Mulliken charge.
Element x y z (Å)
N1 3.679 2.416 0.883  -0.42
C1 3.415 2.657 2.220  0.49
N2 4.499 3.241 2.841  -0.42
O1 2.361 2.384 2.837  -0.61
H1 4.610 2.326 0.531  0.22
H2 2.860 2.299 0.300  0.04
H3 4.522 3.307 3.842  0.26
H4 5.334 3.336 2.303  0.16
N3 -2.707 -1.472 3.231  -0.43
C2 -2.631 -2.603 2.421  0.51
N4 -2.076 -3.705 3.078  -0.44
O2 -3.138 -2.744 1.300  -0.67
H5 -2.912 -1.658 4.192  0.23
H6 -3.249 -0.739 2.789  0.27
H7 -2.045 -3.736 4.079  0.19
H8 -2.155 -4.620 2.658  0.24
N5 -0.741 -3.015 -3.762  0.03
C3 0.488 -2.431 -3.926  0.71
N6 1.098 -2.690 -5.155  -0.45
O3 1.046 -1.745 -3.047  -0.57
H9 -1.184 -3.431 -4.557  0.20
H10 -1.224 -3.033 -2.889  -0.28
H11 2.057 -2.397 -5.164  0.23
H12 0.578 -3.132 -5.878  0.14
N7 0.137 3.797 -1.314  -0.17
C4 0.949 4.784 -1.853  0.65
N8 0.301 5.976 -2.096  -0.41
O4 2.146 4.591 -2.056  -0.64
H13 -0.863 3.861 -1.350  0.23
H14 0.485 2.846 -1.313  0.04
H15 -0.562 6.108 -1.609  0.19
H16 0.779 6.679 -2.621  0.23
N9 3.423 0.121 -0.876  -0.10
C5 4.316 0.013 -1.895  0.46
N10 3.810 -0.409 -3.105  -0.31
O5 5.533 0.206 -1.833  -0.73
H17 3.634 0.385 0.056  0.40
H18 2.480 -0.160 -1.088  -0.04
H19 4.518 -0.703 -3.748  0.20
H20 2.850 -0.572 -3.357  0.22
N11 -0.431 -3.945 -0.869  -0.01
C6 -0.216 -5.295 -0.947  0.57
N12 0.621 -5.678 -1.988  -0.35
O6 -0.814 -6.143 -0.278  -0.68
H21 -1.040 -3.586 -0.157  0.03
H22 -0.088 -3.229 -1.475  0.01
H23 1.099 -4.998 -2.541  0.16
H24 0.628 -6.652 -2.216  0.21
N13 -4.592 -5.210 -1.870  -0.44
C7 -4.021 -4.067 -2.402  0.70
N14 -3.785 -3.050 -1.502  -0.12
O7 -3.838 -3.923 -3.626  -0.68
H25 -4.673 -5.303 -0.877  0.18
H26 -4.587 -6.042 -2.427  0.24
H27 -3.119 -2.335 -1.777  -0.02
H28 -3.784 -3.280 -0.519  0.36
N15 1.660 5.210 2.535  -0.29
C8 0.301 5.369 2.789  0.44
N16 -0.329 4.231 3.278  -0.28
O8 -0.303 6.405 2.474  -0.69
H29 2.103 4.315 2.650  0.32
H30 2.056 6.048 2.145  0.20
H31 0.238 3.410 3.388  0.25
H32 -1.304 4.254 3.501  0.15
N17 0.372 1.228 4.923  -0.17
C9 0.904 1.103 6.175  0.60
N18 0.676 2.077 7.097  -0.37
O9 1.645 0.141 6.425  -0.67
H33 0.793 0.715 4.179  0.07
H34 -0.181 2.040 4.711  0.10
H35 1.048 2.075 8.021  0.21
H36 0.139 2.876 6.805  0.17
N19 -1.839 1.141 -3.270  -0.31
C10 -2.818 0.205 -2.910  0.58
N20 -3.982 0.263 -3.684  -0.44
O10 -2.769 -0.471 -1.860  -0.68
H37 -2.095 1.694 -4.056  0.16
H38 -0.893 1.130 -2.932  0.16
H39 -4.669 -0.393 -3.343  0.25
H40 -4.124 0.879 -4.447  0.14
N21 0.443 0.621 1.631  0.09
C11 0.158 0.298 0.337  0.48
N22 -0.613 -0.826 0.150  0.28
O11 0.556 1.014 -0.612  -0.68
H41 1.109 1.365 1.825  -0.09
H42 0.020 0.089 2.368  0.13
H43 -0.922 -0.940 -0.804  -0.29
H44 -1.162 -1.170 0.909  0.16

## Properties
**SMILES**: NC(N)=O.NC(N)=O.NC(N)=O.NC(N)=O.NC(N)=O.NC(N)=O.NC(N)=O.NC(N)=O.NC(N)=O.NC(N)=O.NC(N)=O
**Calculated total energy**: -2478.2695 a.u.
**ΔE to the lowest compared entry with this formula, charge and spin**: 149.23 kJ/mol
**HOMO energy**: -9.20 eV
**Net charge**: 0
**Spin multiplicity**: 1